11
Properties=species:S:1:pos:R:3:forces:R:3:lowdin_charge:R:1 method="wB97M-V/def2-TZVPD" relative_energy_kcal_mol=104.24 homo_ev=-9.69 smiles="NC(=O)C(=O)NO" homo_lumo_gap_ev=9.38
C -0.5427 -0.4044 -0.0118 -4.823 -1.589 3.482 -0.39
C 0.3028 0.7624 0.1229 -2.180 1.379 -1.318 -0.45
H -2.2072 0.5871 -0.0391 0.262 -2.617 2.196 0.17
H -2.5398 -1.0539 -0.0931 0.565 -0.629 0.065 0.09
H 2.0997 1.4230 -0.1196 -0.376 -2.140 1.150 0.21
H 1.2747 -1.0740 -0.2954 2.776 -1.629 1.148 0.12
N -1.9390 -0.4252 0.4321 1.542 5.374 -3.444 0.14
N 1.6022 0.5335 0.2531 2.319 3.993 -0.771 0.00
O -0.0292 -1.4468 -0.2493 2.239 -3.016 -1.879 0.16
O -0.3380 1.7964 -0.1683 1.829 0.118 0.744 0.04
O 2.3166 -0.6980 0.1683 -4.153 0.755 -1.374 -0.09